Density functional theory data (wB97M-V/def2-TZVPD) for C28H58AlNO27 as an isolated structure in a non-equilibrium geometry.

XYZ file:
```
115
C28H58AlNO27 wB97M-V/def2-TZVPD
Al 2.8148 7.2840 -0.9766
C 1.4391 -0.5047 0.4833
C 0.5123 0.6340 0.1006
C -0.9089 0.5734 0.7030
O 0.9916 1.9796 0.0599
H 1.1201 -1.5197 0.2467
H 1.6343 -0.5956 1.5519
H 2.3834 -0.3805 -0.0468
H 0.5167 0.4228 -0.9687
H -0.9183 0.3026 1.7588
H -1.4188 -0.2368 0.1819
H -1.5083 1.4817 0.6413
C -6.5676 -9.2455 5.8642
O -5.8025 -8.7358 4.8187
C -5.3136 -7.5578 4.9532
O -5.6583 -6.6683 5.8321
O -4.6561 -7.2487 3.8801
C -4.3289 -5.8662 3.5636
H -6.4468 -10.3246 5.7698
H -7.6186 -8.9746 5.7635
H -6.0727 -8.9620 6.7931
H -4.7605 -5.6465 2.5871
H -3.2434 -5.8304 3.4710
H -4.6188 -5.1681 4.3489
C 3.0175 3.7763 5.3869
O 3.3393 4.9047 6.1915
C 3.6605 6.1017 5.6387
O 3.5480 6.2471 4.4147
O 3.9058 6.9723 6.6487
C 4.1321 8.3892 6.3311
H 3.8529 3.2077 4.9783
H 2.3723 4.0575 4.5546
H 2.5104 3.0699 6.0440
H 3.5574 9.1137 6.9080
H 4.1325 8.6381 5.2699
H 5.1605 8.5838 6.6355
C -12.9825 0.2927 -0.8697
O -11.8374 -0.5772 -0.7943
C -10.5869 -0.2055 -0.8209
O -10.1781 0.9510 -0.7156
O -9.9280 -1.3203 -1.0170
C -8.4960 -1.2671 -1.2331
H -12.8657 1.1862 -1.4830
H -13.2147 0.7290 0.1017
H -13.7264 -0.3826 -1.2926
H -8.3871 -0.9520 -2.2708
H -8.0784 -2.2688 -1.1309
H -8.0520 -0.6815 -0.4280
C 3.5433 2.1023 -6.2214
O 4.8605 2.5040 -6.5541
C 5.3572 3.5338 -5.8503
O 4.7482 4.1838 -4.9888
O 6.5043 3.9473 -6.4528
C 7.1784 5.1580 -6.0474
H 3.3647 1.1455 -6.7120
H 2.8329 2.8284 -6.6167
H 3.1883 1.9810 -5.1980
H 7.0528 5.3323 -4.9788
H 6.6677 5.9177 -6.6391
H 8.1907 5.0868 -6.4455
C 9.1653 0.8417 1.5905
O 8.3422 1.7755 0.9480
C 8.5222 3.1353 0.9293
O 7.6943 3.9997 0.6210
O 9.7908 3.4609 1.3002
C 10.1987 4.7846 1.4530
H 8.5424 0.4627 2.4008
H 9.9577 1.3258 2.1614
H 9.4879 -0.0629 1.0751
H 9.7203 5.3581 0.6591
H 11.2389 4.8361 1.1313
H 10.0059 5.2805 2.4043
C -5.8338 -3.1412 -6.1451
O -4.5192 -2.7281 -5.7343
C -3.6845 -3.6113 -5.1408
O -3.9731 -4.7505 -4.7011
O -2.4341 -3.0816 -5.2015
C -1.2894 -3.8165 -4.6036
H -5.8680 -3.4242 -7.1972
H -6.3733 -2.1943 -6.1646
H -6.4328 -3.8302 -5.5496
H -0.7094 -4.5472 -5.1672
H -1.6784 -4.2237 -3.6703
H -0.6818 -3.0788 -4.0796
C -2.2081 4.0047 -5.1219
O -2.1687 4.9908 -6.1211
C -1.0985 5.9169 -6.0056
O -0.2647 6.0550 -5.1404
O -1.3840 6.8144 -6.9323
C -0.4107 7.7689 -7.2655
H -3.0105 3.2822 -5.2713
H -2.2592 4.3019 -4.0744
H -1.3924 3.2818 -5.1140
H 0.5806 7.3422 -7.1130
H -0.5693 8.6605 -6.6589
H -0.4193 8.0505 -8.3185
C 8.0010 -10.0696 3.7949
O 7.5045 -9.0410 2.9372
C 6.2770 -8.6270 3.0263
O 5.3385 -9.2036 3.6279
O 6.0886 -7.4165 2.4198
C 4.8345 -6.9024 2.2012
H 8.1298 -11.0352 3.3058
H 7.3262 -10.2262 4.6364
H 8.9199 -9.7870 4.3086
H 4.0488 -7.6546 2.1304
H 4.8215 -6.3374 1.2692
H 4.6632 -6.2654 3.0689
C -7.1256 0.5477 5.0317
N -7.2076 1.8949 5.7125
O -6.7536 2.0137 6.8692
O -7.8666 2.6891 5.1871
H -7.7023 0.5544 4.1068
H -7.6847 -0.1174 5.6898
H -6.1117 0.2442 4.7711
```

Results
Charge ... +2
DFT total energy ... -3429.2517 a.u.
ΔE to the lowest compared entry with this formula, charge and spin ... 2.320 eV
2S+1 ... 1

Mulliken atomic charge list, values in e, 8 entries:
1 Al 1.000
2 C -1.145
3 C 0.736
4 C -1.046
5 O -0.112
6 H 0.381
7 H 0.356
8 H 0.361